No. 1
The following is a quantum chemistry calculation of a structure of composition C39H54OOsP3S4Si, from the OMol25 dataset.

The geometry in XYZ format:
```
103
Properties=species:S:1:pos:R:3:forces:R:3:lowdin_spin:R:1
Os -0.9031 -0.6174 0.6827 0.247 -0.741 0.139 2.1834
C 5.2713 -0.3111 -1.2726 -0.001 0.111 0.133 0.0046
C 4.0569 -0.3532 -0.3490 -0.074 -0.225 -0.208 0.0133
C 4.2127 -1.3935 0.7616 -0.107 0.112 -0.072 0.0022
P 2.4288 -0.5607 -1.2540 0.047 -0.314 0.258 0.0948
C 2.8004 -1.5491 -2.7917 -0.127 0.141 0.190 0.0195
C 1.5421 -1.5631 -3.6624 0.108 0.020 0.033 0.0010
C 3.2716 -2.9788 -2.5287 0.042 0.144 0.073 0.0021
C 2.2131 1.1234 -1.8878 0.002 0.000 -0.101 0.0048
C 2.8503 1.6083 -3.0270 0.022 0.098 0.061 0.0030
C 2.7273 2.9430 -3.3808 0.062 -0.031 -0.086 0.0015
C 1.9675 3.7951 -2.5986 -0.002 0.093 0.005 0.0009
C 1.3166 3.3093 -1.4738 -0.165 0.072 0.007 0.0034
C 1.4141 1.9673 -1.1048 -0.231 -0.239 0.063 0.0127
Si 0.5056 1.3286 0.4609 0.287 0.914 0.441 0.0813
C -0.6781 2.7828 0.8287 0.133 -0.305 0.070 0.0069
C -0.2424 4.0030 1.3396 -0.072 0.070 0.154 0.0009
C -1.1065 5.0835 1.4466 0.104 -0.021 0.001 0.0010
C -2.4112 4.9642 0.9941 -0.056 -0.037 -0.042 0.0024
C -2.8664 3.7533 0.4919 -0.080 0.141 -0.047 0.0012
C -2.0157 2.6509 0.4407 -0.013 -0.124 0.164 0.0142
P -2.4670 0.9920 -0.1911 -0.045 0.364 -0.454 0.0737
C -2.2584 1.2520 -2.0263 -0.089 -0.355 0.110 0.0195
C -2.0388 -0.0691 -2.7671 0.013 0.067 0.030 0.0263
C -3.3352 2.1162 -2.6764 0.071 0.059 0.093 0.0030
C -4.2356 0.5741 0.2588 0.281 -0.029 -0.031 0.0025
C -5.2106 1.6988 0.5910 0.008 -0.100 -0.002 -0.0003
C -4.8282 -0.3983 -0.7631 0.060 -0.061 0.082 0.0072
C 1.7531 1.3945 1.8942 -0.115 -0.205 -0.372 0.0041
C 2.8312 2.2787 1.8640 0.060 0.033 0.058 0.0004
C 3.6516 2.4411 2.9700 -0.012 0.044 -0.053 0.0003
C 3.3772 1.7424 4.1365 -0.012 -0.028 0.062 0.0007
C 2.3114 0.8572 4.1818 0.008 0.038 0.084 0.0022
C 1.5175 0.6503 3.0534 -0.008 -0.087 -0.076 0.0094
P 0.0646 -0.4635 3.0646 0.196 0.309 0.000 0.1100
C -1.0503 0.4696 4.2559 -0.269 -0.322 -0.216 0.0196
C -2.4932 0.4521 3.7464 0.078 0.005 0.058 0.0187
C -0.9875 0.0339 5.7171 0.121 0.079 -0.041 0.0048
C 0.6169 -2.1233 3.7223 -0.108 0.159 -0.074 0.0209
C -0.5906 -3.0070 4.0433 -0.031 0.007 -0.088 0.0040
C 1.6472 -2.1679 4.8481 -0.002 0.029 -0.079 0.0052
H 6.1639 -0.1097 -0.6769 0.047 0.004 -0.045 0.0010
H 5.1820 0.4838 -2.0143 0.033 -0.030 -0.022 0.0001
H 5.4260 -1.2587 -1.7884 0.018 0.009 -0.004 0.0002
H 3.9475 0.6265 0.1223 -0.005 0.002 0.001 0.0000
H 4.2166 -2.4110 0.3682 0.028 -0.029 0.015 0.0004
H 3.3917 -1.3080 1.4756 -0.037 -0.047 0.061 0.0004
H 5.1492 -1.2303 1.2985 0.000 -0.029 0.003 0.0000
H 3.6028 -1.0135 -3.3047 -0.016 -0.056 -0.076 0.0031
H 0.7439 -2.1072 -3.1516 -0.029 0.005 -0.012 0.0010
H 1.7488 -2.0731 -4.6047 -0.034 0.007 -0.023 0.0001
H 1.1850 -0.5570 -3.8854 -0.013 -0.007 -0.032 0.0000
H 2.4623 -3.5865 -2.1314 -0.107 -0.064 0.119 0.0017
H 4.1091 -3.0281 -1.8333 0.000 -0.020 -0.027 0.0001
H 3.5892 -3.4274 -3.4718 0.008 -0.024 0.023 0.0000
H 3.4567 0.9570 -3.6438 -0.034 0.014 0.017 0.0000
H 3.2330 3.3144 -4.2627 -0.024 0.012 -0.012 0.0002
H 1.8726 4.8385 -2.8711 -0.010 0.002 0.020 0.0001
H 0.7049 3.9840 -0.8867 0.059 0.008 -0.124 0.0003
H 0.7878 4.1085 1.6622 -0.011 0.021 0.013 0.0000
H -0.7588 6.0200 1.8636 -0.001 0.000 -0.012 0.0000
H -3.0815 5.8128 1.0326 -0.006 -0.010 0.014 0.0002
H -3.8849 3.6948 0.1415 0.054 0.018 0.005 0.0001
H -1.3127 1.8057 -2.0440 0.018 -0.009 0.066 0.0006
H -2.9754 -0.6074 -2.9157 0.023 -0.003 0.003 0.0002
H -1.3538 -0.7128 -2.2067 0.032 -0.049 -0.102 0.0237
H -1.5996 0.1180 -3.7485 -0.018 0.010 0.002 0.0006
H -4.2473 1.5500 -2.8585 -0.005 0.029 0.012 0.0001
H -2.9748 2.4797 -3.6397 -0.014 -0.010 -0.013 0.0012
H -3.5758 2.9873 -2.0667 -0.020 0.047 -0.058 0.0003
H -4.0840 0.0121 1.1842 -0.061 0.059 0.024 0.0015
H -5.4452 2.3116 -0.2799 -0.005 0.034 0.018 0.0002
H -4.8402 2.3277 1.3982 -0.069 0.015 -0.030 0.0000
H -6.1424 1.2439 0.9329 -0.016 -0.006 -0.039 0.0000
H -5.1500 0.1154 -1.6677 0.029 -0.014 0.006 0.0004
H -5.7025 -0.8834 -0.3268 -0.009 0.004 -0.004 0.0001
H -4.1188 -1.1822 -1.0313 -0.052 -0.016 -0.053 0.0046
H 3.0302 2.8489 0.9619 0.013 -0.009 0.007 0.0001
H 4.4910 3.1237 2.9302 -0.005 -0.001 0.003 0.0000
H 3.9917 1.8864 5.0157 0.002 -0.005 -0.008 0.0001
H 2.1028 0.3406 5.1081 0.027 0.016 -0.025 0.0002
H -0.6748 1.4932 4.1808 0.053 -0.017 -0.070 0.0005
H -2.8892 -0.5658 3.7205 -0.035 0.022 0.014 0.0024
H -2.5458 0.8748 2.7404 -0.072 0.016 0.012 0.0108
H -3.1332 1.0488 4.3993 0.010 0.005 -0.007 0.0007
H -1.4352 -0.9479 5.8607 0.026 0.005 0.027 0.0001
H -1.5536 0.7452 6.3208 0.000 -0.006 0.010 0.0016
H 0.0329 0.0179 6.0978 -0.041 0.002 0.054 0.0002
H 1.0995 -2.5386 2.8326 -0.013 0.026 -0.029 0.0054
H -1.0072 -2.7778 5.0231 0.024 -0.016 0.004 0.0000
H -0.2830 -4.0538 4.0514 0.014 0.000 0.029 0.0006
H -1.3829 -2.8990 3.3038 0.000 -0.041 0.044 0.0052
H 1.2821 -1.7087 5.7664 0.031 -0.031 0.011 0.0003
H 2.5841 -1.6979 4.5553 0.000 -0.029 0.054 0.0001
H 1.8598 -3.2163 5.0668 -0.010 -0.001 0.014 0.0013
O -2.5857 -7.2554 -0.3010 0.042 0.093 0.022 0.0397
C -2.2776 -6.1382 -0.0331 -0.066 -0.148 0.008 0.0131
S -0.6316 -5.4864 -0.2742 0.072 0.274 0.074 0.0561
C -0.9691 -3.8794 0.3015 0.479 -0.180 -0.199 0.1980
C -2.2573 -3.6199 0.7200 -0.546 0.107 0.242 0.1589
S -2.7696 -2.1161 1.3106 -0.080 -0.048 -0.023 0.3282
S -3.4000 -4.9411 0.6567 0.011 0.198 0.016 0.0226
S 0.2949 -2.7258 0.3014 -0.021 0.007 -0.343 0.3238
```
Positions in Å, forces in eV/Å.

Summary:
HOMO level (alpha / beta)   -9.81 / -10.52 eV
Electronic energy   -124916.006 eV
F_max   1.06 eV/Å
Multiplicity   5
Expectation value of S²   6.024
Net charge   +1

***

No. 2
The following is a quantum chemistry calculation of a structure of composition C39H55AsF6Ge2N3O2PS4SiY, from the OMol25 dataset.

The geometry in XYZ format:
```
115
Properties=species:S:1:pos:R:3:forces:R:3:mulliken_charge:R:1
Y 0.0121 0.4302 1.0347 -0.376 0.023 0.409 1.0557
C 2.4193 -4.7604 -0.2266 0.003 -0.005 0.002 -0.9777
C 2.2135 -4.1383 1.1380 0.007 0.003 -0.002 0.1744
O 0.8442 -4.2696 1.5344 -0.004 0.020 -0.010 -0.2740
P 0.0168 -2.8706 1.8403 -0.035 -0.060 0.027 -0.5323
S -2.2529 -0.1107 2.2642 0.009 -0.014 -0.063 -0.3844
S -0.0883 -2.0816 -0.1487 0.141 0.055 0.015 -0.3157
O -1.4060 -3.5474 2.1773 0.016 -0.011 -0.028 -0.3139
C -2.1327 -4.4155 1.3140 -0.004 -0.006 0.009 -0.1683
C -3.5636 -3.9230 1.2553 0.006 0.012 0.016 -1.0159
H 3.4713 -4.6998 -0.5148 -0.002 0.000 0.001 0.3790
H 1.8198 -4.2355 -0.9705 -0.001 0.002 0.002 0.0108
H 2.1212 -5.8100 -0.2150 -0.001 0.000 0.000 0.3281
H 2.5098 -3.0852 1.1236 0.000 0.001 0.001 -0.1792
H 2.8222 -4.6406 1.8935 -0.003 0.000 0.001 0.3423
H -2.0739 -5.4276 1.7218 -0.006 0.009 0.004 0.1907
H -1.6590 -4.4291 0.3289 0.010 -0.007 -0.002 0.3785
H -3.9967 -3.9159 2.2563 0.001 0.000 -0.010 0.3451
H -4.1729 -4.5647 0.6134 0.001 0.001 0.003 0.4002
H -3.5920 -2.8964 0.8832 -0.001 -0.012 0.002 0.0919
C 3.4383 5.2328 -0.6459 0.010 -0.003 0.005 -1.3280
C 2.9093 3.8250 -0.3694 -0.008 0.012 0.021 -0.0453
Ge 1.9273 3.0711 -1.8941 0.007 -0.035 0.005 -0.1826
C 0.2384 3.9532 -2.3632 -0.009 0.014 0.001 0.0694
C 0.4139 5.4179 -2.7662 -0.003 -0.010 -0.004 -1.3736
C 3.1038 3.0136 -3.4819 0.000 0.019 -0.002 0.0086
C 3.2608 1.7226 -3.8329 0.012 -0.020 -0.005 -0.6523
Ge 2.2403 0.6988 -2.4614 0.023 -0.001 -0.028 -0.2150
C 3.3274 -0.3648 -1.1988 -0.017 -0.021 0.022 1.1482
C 4.3836 -1.3019 -1.7839 -0.008 0.001 -0.002 -1.4682
C 0.8081 -0.3835 -3.2875 -0.004 0.009 -0.005 0.4577
C 1.1794 -1.8383 -3.5709 0.008 0.003 -0.014 -0.9659
C 3.9835 1.2377 -5.0327 -0.009 0.005 0.002 0.3345
C 4.3702 2.1002 -6.0631 0.001 0.003 -0.003 -0.5813
C 5.0363 1.6275 -7.1809 0.001 0.003 0.002 -0.7054
C 5.3301 0.2746 -7.3043 0.002 -0.007 0.003 -0.4050
C 4.9439 -0.5971 -6.2984 0.001 0.003 0.001 -1.0816
C 4.2751 -0.1172 -5.1808 -0.002 0.007 -0.007 0.5726
H 4.1073 5.5624 0.1526 -0.006 0.001 0.004 0.3836
H 2.6233 5.9542 -0.7037 -0.008 0.009 -0.007 0.2677
H 3.9983 5.2798 -1.5838 0.002 0.003 0.000 0.2837
H 2.2747 3.8186 0.5158 0.007 0.010 -0.018 0.1384
H 3.7367 3.1398 -0.1678 -0.008 0.002 -0.003 0.3601
H -0.4573 3.8717 -1.5286 0.004 0.011 -0.008 0.0494
H -0.1895 3.3735 -3.1853 0.000 -0.006 0.003 0.4091
H 0.6856 6.0263 -1.9039 0.008 0.010 0.005 0.2510
H -0.5154 5.8271 -3.1701 -0.003 -0.003 0.006 0.3731
H 1.1880 5.5420 -3.5284 -0.001 0.003 -0.002 0.3093
H 3.5549 3.8305 -4.0471 0.002 -0.004 0.004 0.3146
H 2.6214 -0.9450 -0.5955 0.006 0.007 -0.008 -0.8763
H 3.7986 0.3470 -0.5179 0.007 -0.002 0.002 0.4684
H 3.9413 -2.0565 -2.4384 0.002 0.000 0.001 0.2876
H 4.9123 -1.8322 -0.9876 0.002 0.001 0.001 0.4097
H 5.1289 -0.7535 -2.3630 0.001 0.003 -0.003 0.3824
H 0.5250 0.1323 -4.2093 -0.016 0.007 0.009 0.7309
H -0.0603 -0.3333 -2.6267 0.009 -0.009 -0.004 -0.6030
H 1.9925 -1.9150 -4.2965 -0.005 -0.001 0.007 0.3488
H 0.3294 -2.3925 -3.9807 -0.004 -0.002 -0.005 0.4031
H 1.4859 -2.3504 -2.6576 0.003 -0.002 0.009 -0.0965
H 4.1344 3.1542 -5.9912 -0.001 -0.001 0.001 0.3234
H 5.3230 2.3167 -7.9658 0.000 0.000 0.001 0.3760
H 5.8484 -0.0943 -8.1804 0.000 -0.001 0.001 0.3701
H 5.1600 -1.6552 -6.3817 0.000 0.001 0.001 0.3955
H 3.9759 -0.8055 -4.4015 -0.004 -0.008 0.015 0.3117
S -0.4546 5.4750 1.1892 0.020 -0.013 -0.007 -0.4426
C -0.3151 3.8676 1.1513 -0.036 -0.011 0.058 0.6484
N -0.2061 2.6984 1.1152 0.057 0.087 -0.142 -0.9984
C -5.6509 -2.4659 6.1836 -0.002 -0.002 0.003 -0.3620
C -5.7906 -1.3248 5.4024 -0.001 0.009 -0.002 -0.6986
C -4.6718 -0.7221 4.8478 0.006 0.002 0.013 -0.2727
C -3.3918 -1.2388 5.0626 -0.011 0.009 -0.004 0.2569
C -3.2727 -2.3858 5.8462 -0.001 -0.010 -0.001 -0.1767
C -4.3893 -2.9974 6.4041 -0.002 0.001 -0.002 -0.6091
Si -1.8684 -0.4398 4.2980 0.036 0.000 0.028 0.5805
C -1.4300 1.1726 5.1569 -0.006 -0.011 0.000 0.1482
C -0.7652 1.1493 6.3845 -0.023 0.003 0.015 -0.3152
C -0.3501 2.3226 6.9968 -0.003 0.007 -0.004 -0.6751
C -0.5877 3.5453 6.3820 0.005 0.002 0.010 -0.4086
C -1.2454 3.5887 5.1616 -0.015 -0.014 -0.019 -0.6704
C -1.6649 2.4101 4.5585 0.025 0.005 -0.025 -0.0485
H -6.5243 -2.9398 6.6152 -0.001 0.001 0.000 0.3697
H -6.7746 -0.9076 5.2241 -0.001 -0.001 0.000 0.3641
H -4.7914 0.1591 4.2263 -0.004 -0.001 0.002 0.3880
H -2.2910 -2.8162 6.0131 -0.002 0.000 0.000 0.3423
H -4.2737 -3.8905 7.0066 -0.002 0.000 0.001 0.3724
H -0.7665 -1.3919 4.5910 0.009 0.013 -0.011 -0.2943
H -0.5451 0.1986 6.8602 -0.003 -0.005 0.000 0.3294
H 0.1773 2.2837 7.9423 0.000 -0.001 0.003 0.3649
H -0.2429 4.4615 6.8461 -0.004 0.002 0.001 0.3694
H -1.4090 4.5340 4.6592 0.003 0.011 0.005 0.3843
H -2.1436 2.4484 3.5861 0.001 0.004 0.010 0.4270
F 2.1267 -0.7977 2.0982 0.027 -0.074 -0.046 -0.1118
As 2.6310 0.6571 2.9639 0.022 0.042 -0.080 2.3474
F 2.8234 -0.1950 4.4241 -0.016 -0.013 -0.002 -0.4640
F 4.2494 0.4102 2.4768 0.032 0.036 -0.013 -0.4972
F 2.9501 2.1780 3.6515 -0.008 -0.016 0.014 -0.4973
F 2.2465 1.4239 1.3920 0.058 -0.053 -0.046 -0.2831
F 0.8813 0.8443 3.2636 0.083 -0.015 -0.060 -0.3456
C -3.0712 -3.3732 -2.2101 0.008 0.003 -0.012 -0.6867
C -3.5636 -1.9697 -2.1073 -0.002 0.010 -0.001 1.3659
C -4.7649 -1.5255 -2.5814 -0.002 0.009 0.000 -1.2380
C -5.0511 -0.1533 -2.4414 -0.016 -0.009 -0.009 0.9086
N -4.1929 0.7109 -1.9442 0.029 0.010 -0.009 -0.5151
C -2.9962 0.2704 -1.5033 0.056 -0.164 -0.098 -0.0368
S -1.8270 1.3594 -0.9737 0.044 0.096 0.081 -0.1644
N -2.7360 -1.0708 -1.5417 -0.111 0.057 -0.026 1.2142
C -6.3851 0.3897 -2.8525 0.000 -0.004 -0.010 -1.3133
H -3.8573 -4.0290 -2.5761 -0.008 0.000 0.004 0.3858
H -2.7174 -3.7248 -1.2440 -0.003 0.000 -0.008 -0.2194
H -2.2221 -3.4106 -2.8952 -0.001 -0.006 -0.001 0.1936
H -5.4651 -2.2063 -3.0415 0.000 -0.004 0.002 0.3816
H -1.8569 -1.4013 -1.1059 0.001 -0.016 0.006 -1.3047
H -6.8627 -0.2396 -3.6023 -0.002 0.002 0.001 0.3638
H -6.2701 1.4039 -3.2275 0.000 0.000 0.001 0.3738
H -7.0347 0.4314 -1.9756 0.000 -0.003 0.002 0.2755
```
Positions in Å, forces in eV/Å.

Summary:
HOMO level   -5.80 eV
Electronic energy   -301641.165 eV
F_max   0.56 eV/Å
Net charge   -1